Molecular formula: C14H20MgNO4SbSe4
Method: DFT, ωB97M-V/def2-TZVPD

## Properties
ΔE to the lowest compared entry with this formula, charge and spin: 0.00 kJ/mol
LUMO energy: -0.92 eV
Frontier orbital gap: 0.2575 Eh
HOMO energy: -7.932 eV

```
! RIJCOSX wB97M-V def2-TZVPD def2/J DEFGRID3
* xyz 0 1
Mg 0.1562 0.3983 0.2939
C -1.6199 -0.8558 3.8021
C -1.3700 -1.1800 2.3399
C -2.3906 -2.1514 1.7715
O -1.4272 0.0534 1.5756
C 0.0595 -1.7510 2.1299
O 0.4108 -2.6786 2.8191
O 0.7443 -1.1830 1.2137
H -2.6577 -0.5625 3.9651
H -0.9692 -0.0493 4.1352
H -1.4049 -1.7409 4.3990
H -3.4045 -1.7707 1.9020
H -2.3043 -3.0992 2.2959
H -2.2109 -2.3252 0.7108
H -2.3094 0.4316 1.6661
O 2.6582 0.9601 2.8167
C 1.7781 1.1401 2.1469
Se 5.0655 1.3991 -2.9784
Sb 4.3835 -0.9196 -2.8659
Se 1.9981 -1.3013 -3.6667
Se 5.8883 -2.7258 -3.0886
Se 2.3796 -1.3048 -1.2729
C 2.6877 4.3932 -2.3853
N 2.6647 2.9963 -1.9361
C 2.8226 2.8938 -0.4769
C 1.4881 2.2102 -2.4573
C 0.1474 2.6775 -1.9718
C -0.4687 3.7106 -2.6705
C -1.7004 4.1963 -2.2780
C -2.3179 3.6292 -1.1786
C -1.7026 2.5828 -0.5088
C -0.4625 2.0506 -0.8743
H 3.6249 4.8414 -2.0660
H 1.8439 4.9229 -1.9484
H 2.6221 4.4137 -3.4694
H 3.5110 2.5096 -2.3320
H 1.9485 3.3283 0.0070
H 3.7320 3.4185 -0.1899
H 2.9293 1.8355 -0.2318
H 1.6785 1.1784 -2.1516
H 1.5738 2.2554 -3.5459
H 0.0132 4.1321 -3.5411
H -2.1736 4.9974 -2.8268
H -3.2820 3.9879 -0.8544
H -2.2387 2.1689 0.3353
*
```